A 9-piece molecular cluster, C41H58O28 overall in a non-equilibrium geometry. Source: the Open Molecules 2025 dataset; level of theory: ωB97M-V with the def2-TZVPD basis set.

Geometry (Å):
C  3.548  -1.505  -6.101
C  2.287  -0.646  -5.471
C  2.540  0.951  -5.195
C  1.308  1.824  -4.524
C  -0.154  1.187  -4.147
C  -0.395  -0.440  -4.438
C  -1.887  -1.016  -4.041
O  -2.348  -1.982  -5.056
C  -3.813  -1.934  -5.191
O  -4.558  -1.932  -4.055
O  -4.568  -1.920  -6.463
O  -5.741  -1.349  -6.288
C  0.831  -1.325  -5.095
H  3.380  -1.873  -7.202
H  4.557  -0.878  -6.108
H  3.688  -2.459  -5.434
H  3.563  1.474  -5.465
H  1.522  2.959  -4.319
H  -1.006  1.860  -3.704
H  -1.918  -1.545  -2.979
H  -2.661  -0.111  -4.076
H  -5.665  -0.365  -6.535
H  0.638  -2.464  -5.292
C  5.135  5.779  -1.288
C  4.497  4.919  -2.362
C  3.098  4.497  -2.028
O  2.975  3.260  -2.705
C  4.235  2.740  -2.792
O  4.486  1.590  -3.105
O  5.177  3.679  -2.477
H  6.091  6.178  -1.644
H  4.490  6.621  -1.014
H  5.356  5.191  -0.393
H  4.540  5.426  -3.334
H  2.353  5.211  -2.390
H  2.937  4.326  -0.958
C  -7.036  -0.960  -2.157
C  -7.131  -1.387  -0.705
C  -7.033  -2.870  -0.517
O  -7.793  -3.088  0.657
C  -8.716  -2.082  0.711
O  -9.682  -2.072  1.454
O  -8.416  -1.091  -0.181
H  -6.966  0.132  -2.225
H  -6.157  -1.393  -2.645
H  -7.934  -1.250  -2.712
H  -6.383  -0.857  -0.101
H  -6.001  -3.203  -0.376
H  -7.483  -3.445  -1.334
C  2.006  2.952  3.524
C  1.155  4.020  2.866
C  0.294  3.493  1.759
O  0.165  4.612  0.902
C  1.285  5.372  1.089
O  1.626  6.287  0.360
O  1.973  4.969  2.199
H  2.501  3.358  4.413
H  1.403  2.090  3.828
H  2.801  2.613  2.852
H  0.558  4.551  3.619
H  -0.687  3.166  2.117
H  0.757  2.675  1.196
C  -2.288  7.851  5.661
C  -1.691  6.657  6.379
C  -0.602  7.027  7.341
O  0.219  5.875  7.343
C  0.053  5.280  6.124
O  0.770  4.397  5.685
O  -1.019  5.808  5.461
H  -3.168  7.544  5.086
H  -2.591  8.632  6.367
H  -1.578  8.274  4.943
H  -2.479  6.074  6.872
H  -0.988  7.229  8.344
H  -0.001  7.882  7.012
C  7.023  0.055  -1.262
C  6.928  -0.372  0.189
C  7.026  -1.856  0.378
O  6.266  -2.073  1.551
C  5.343  -1.067  1.605
O  4.377  -1.057  2.349
O  5.643  -0.076  0.713
H  7.093  1.146  -1.330
H  7.902  -0.379  -1.751
H  6.125  -0.235  -1.817
H  7.675  0.158  0.793
H  8.058  -2.188  0.519
H  6.576  -2.430  -0.440
C  -3.994  3.389  11.101
C  -4.845  4.457  10.443
C  -5.706  3.930  9.336
O  -5.835  5.049  8.479
C  -4.715  5.809  8.666
O  -4.374  6.724  7.937
O  -4.027  5.406  9.776
H  -3.499  3.795  11.990
H  -4.597  2.527  11.405
H  -3.199  3.050  10.429
H  -5.442  4.988  11.196
H  -6.687  3.602  9.694
H  -5.243  3.112  8.773
C  -3.188  -4.760  -3.746
C  -2.591  -5.954  -3.028
C  -1.502  -5.584  -2.066
O  -0.681  -6.736  -2.064
C  -0.847  -7.331  -3.283
O  -0.130  -8.213  -3.722
O  -1.919  -6.803  -3.946
H  -4.068  -5.067  -4.321
H  -3.491  -3.979  -3.041
H  -2.478  -4.337  -4.464
H  -3.379  -6.537  -2.535
H  -1.888  -5.382  -1.063
H  -0.901  -4.729  -2.395
C  2.253  -9.997  -3.805
C  3.709  -9.598  -3.944
C  4.507  -10.553  -4.779
O  5.809  -10.432  -4.236
C  5.649  -10.059  -2.931
O  6.536  -10.082  -2.095
O  4.365  -9.662  -2.686
H  1.688  -9.197  -3.314
H  1.796  -10.191  -4.782
H  2.146  -10.886  -3.176
H  3.790  -8.572  -4.322
H  4.503  -10.280  -5.838
H  4.185  -11.596  -4.680

Force components x, y, z for each atom (eV/Å):
-0.369 -0.056 0.379
-1.875 2.592 1.131
-4.396 -2.108 0.980
-0.659 -3.307 -0.839
3.583 -2.615 -2.023
3.103 2.009 -0.833
0.436 1.435 0.770
-4.024 0.556 -1.759
-3.275 0.068 7.107
4.915 0.255 -7.213
6.458 -1.172 1.276
-3.623 2.834 0.385
0.138 3.637 0.889
0.008 0.827 2.139
-2.357 -1.209 0.251
-0.136 1.838 -1.272
-2.445 -1.343 0.674
-0.719 -2.660 -0.528
1.895 -1.514 -0.956
0.146 1.180 -2.300
1.962 -1.884 0.435
0.345 -1.921 0.387
0.500 2.479 0.371
0.497 0.141 -0.091
0.288 1.252 0.684
-0.723 0.698 0.266
1.095 -0.680 -0.061
0.538 -2.071 -0.449
-0.360 2.420 0.690
-0.635 -1.133 -0.408
-0.174 -0.008 0.042
0.028 -0.200 -0.083
-0.254 0.004 -0.098
-0.073 -0.098 0.055
0.040 -0.249 0.078
0.164 0.135 -0.108
-0.002 0.432 -0.033
0.580 0.468 -1.223
0.690 -0.530 -0.221
-0.749 0.513 0.315
-2.028 0.134 1.517
2.166 -0.020 -1.610
-0.446 -0.764 0.920
0.047 -0.165 0.002
-0.206 0.095 0.152
0.115 -0.168 0.144
-0.061 -0.127 0.012
-0.223 -0.017 0.112
0.036 0.192 -0.054
0.458 0.246 0.271
0.003 -1.080 1.057
-0.542 -0.770 0.164
0.757 0.948 -0.320
0.626 1.385 -0.750
-0.622 -1.699 1.256
-0.393 0.818 -1.508
-0.227 -0.152 -0.168
0.049 0.212 -0.043
-0.253 -0.053 -0.140
0.160 -0.200 -0.389
0.110 0.175 -0.163
0.073 0.024 0.122
-0.324 -0.127 -0.374
-1.075 1.066 0.000
-0.180 0.635 0.734
0.221 -0.841 -0.963
1.022 -1.267 -0.520
-1.542 1.746 1.295
1.323 -0.885 0.274
0.090 0.100 0.194
0.033 -0.245 -0.056
0.098 -0.047 0.221
0.253 0.158 -0.078
0.143 -0.164 -0.140
-0.138 -0.028 -0.097
-0.128 0.474 -0.052
0.662 0.406 -1.186
0.711 -0.529 -0.214
-0.810 0.556 0.331
-1.901 0.076 1.441
2.090 0.012 -1.574
-0.463 -0.731 0.905
0.022 -0.196 -0.056
-0.088 0.039 0.167
0.125 -0.086 0.124
-0.070 -0.128 0.024
-0.234 -0.025 0.118
0.028 0.189 -0.044
0.358 0.203 0.341
0.244 -1.020 0.964
-0.670 -0.677 0.105
0.822 0.889 -0.165
0.445 1.532 -1.155
-0.708 -1.812 1.525
-0.413 0.652 -1.134
-0.129 -0.124 -0.109
0.031 0.192 -0.065
-0.238 0.003 -0.071
0.005 -0.026 -0.151
0.110 0.163 -0.191
0.081 0.042 0.163
-0.251 -0.295 -0.285
-0.922 1.042 -0.217
-0.110 0.548 0.740
0.166 -0.715 -0.852
1.147 -1.536 -0.822
-1.734 1.974 0.906
1.085 -0.721 0.419
0.063 0.103 0.164
0.048 -0.176 -0.104
0.067 -0.082 0.300
0.148 0.012 0.020
0.191 -0.151 -0.114
-0.150 -0.009 -0.101
-0.132 0.384 0.484
-1.411 -0.149 -0.372
-0.116 -0.160 -0.858
0.292 0.206 0.919
1.659 0.028 1.761
-1.887 0.078 -1.837
1.288 -0.298 0.010
0.175 -0.318 -0.279
0.101 0.117 0.136
0.207 -0.048 -0.196
0.072 -0.112 -0.005
0.169 -0.055 0.185
-0.133 0.128 0.074

Computed properties:
strongest force on any atom	8.732	eV/A
orbital gap	0.3004	Eh
SMILES	Cc1cccc(COC(=O)OO)c1.C[C@@H]1COC(=O)O1.C[C@@H]1COC(=O)O1.C[C@@H]1COC(=O)O1.C[C@@H]1COC(=O)O1.C[C@@H]1COC(=O)O1.C[C@@H]1COC(=O)O1.C[C@@H]1COC(=O)O1.C[C@@H]1COC(=O)O1